The following is a DFT calculation (ωB97M-V with the def2-TZVPD basis set) of CH4O2S in the gas phase.

Output
frontier orbital gap = 11.140 eV
relative energy (zero: lowest compared OMol25 entry of this formula, charge and spin) = 278.1 kJ/mol
E_HOMO = -0.3975 hartree
E = -16029.193 eV
lowest unoccupied orbital energy = 0.32 eV

Atoms and positions in Å:
C  -0.92526  0.04396  0.31628
S  0.83171  -0.00500  -0.25218
O  1.79289  1.34522  -0.03352
O  1.29299  -1.28062  0.18346
H  -1.31901  -0.84478  -0.19064
H  -0.62213  -0.10737  1.37362
H  -1.46823  1.04266  0.22336
H  0.41705  -0.19406  -1.62038

***

The following is a DFT calculation (ωB97M-V with the def2-TZVPD basis set) of 8 unconnected molecules or ions with the total composition C40H90N5O29P7.

Output
frontier orbital gap = 9.290 eV
E_HOMO = -0.3350 hartree
E = -174804.536 eV
lowest unoccupied orbital energy = 0.17 eV

Atoms and positions in Å:
H  3.85804  -3.18441  4.38565
N  4.54935  -2.48735  4.66388
C  4.00095  -1.34678  4.77635
C  4.86408  -0.19298  5.17639
C  2.50452  -1.19643  4.55811
C  1.97879  0.12356  3.96408
C  2.05817  1.10816  5.05817
N  2.10792  1.84822  5.92250
C  2.80175  0.64291  2.79205
C  3.44844  -0.22382  1.90602
C  4.11475  0.33301  0.82315
C  4.15984  1.71075  0.65685
N  3.56293  2.55088  1.50992
C  2.90483  2.01442  2.53604
C  0.43936  -0.00508  3.53347
C  -0.11816  1.35791  3.49441
N  -0.50284  2.42944  3.42413
C  0.20532  -0.54953  2.11282
C  0.61083  -1.99450  1.80469
C  -0.37024  -3.06742  2.26797
N  -0.13177  -4.35475  1.63579
C  -0.40112  -0.77526  4.57304
O  -0.67588  0.05260  5.66649
C  -1.96043  -0.10835  6.22987
C  -2.04782  -1.34151  7.13996
C  -2.54626  -2.62543  6.44488
H  5.29174  0.28196  4.29827
H  5.69596  -0.59990  5.74156
H  4.35883  0.53500  5.79769
H  2.04926  -1.29135  5.54306
H  2.17089  -2.05564  3.98671
H  3.43387  -1.29043  2.04863
H  4.61287  -0.30385  0.10733
H  4.66679  2.15101  -0.18767
H  2.40960  2.70400  3.20490
H  -0.87020  -0.49712  1.95235
H  0.63474  0.12357  1.38098
H  0.63433  -2.07482  0.71727
H  1.61208  -2.24010  2.13783
H  -1.38569  -2.73647  2.07553
H  -0.26794  -3.19513  3.34801
H  0.78301  -4.42357  1.22201
H  -0.85080  -4.59589  0.97152
H  0.08307  -1.70397  4.86800
H  -1.32850  -1.05547  4.06996
H  -2.73684  -0.10918  5.46159
H  -2.13419  0.76674  6.84741
H  -2.70011  -1.10569  7.97239
H  -1.03808  -1.49781  7.50146
H  -2.66670  -2.50791  5.37367
H  -1.82210  -3.42434  6.58819
H  -3.46859  -2.98015  6.88917
C  11.70307  -0.66237  2.96065
O  11.08461  -1.95639  2.81252
P  9.72389  -2.24179  3.56934
O  9.71347  -1.93392  4.99735
O  9.43620  -3.75136  3.18383
C  10.41260  -4.73613  3.55051
O  8.65419  -1.45162  2.70883
C  7.29768  -1.93689  2.73243
H  12.61649  -0.77537  3.54032
H  11.94197  -0.28659  1.96756
H  11.04248  0.04147  3.46385
H  10.88046  -4.48822  4.50317
H  11.17177  -4.80372  2.77254
H  9.89726  -5.68814  3.64190
H  7.02895  -2.31691  3.71682
H  7.17846  -2.72597  1.99003
H  6.64411  -1.10516  2.48248
C  10.88088  -1.72357  -0.96664
O  10.47717  -0.61016  -1.77945
P  11.52160  0.56518  -1.95751
O  12.11484  1.05413  -0.71328
O  10.72172  1.62639  -2.80872
C  9.50357  2.15733  -2.25822
O  12.54804  -0.02083  -3.01229
C  13.30531  0.88763  -3.82452
H  10.30553  -1.71639  -0.04209
H  10.67662  -2.64059  -1.51496
H  11.94214  -1.67848  -0.72603
H  9.57609  2.26017  -1.17561
H  8.67444  1.50153  -2.51390
H  9.34225  3.13437  -2.70115
H  13.60047  1.77137  -3.25907
H  12.71371  1.18456  -4.68898
H  14.19565  0.36131  -4.15673
C  2.89242  1.19452  -5.00682
O  2.03155  2.09347  -4.28995
P  2.67229  3.36648  -3.60079
O  3.83450  3.08990  -2.75672
O  1.43979  4.03125  -2.87252
C  0.73333  3.26056  -1.88456
O  2.93772  4.33909  -4.81844
C  2.97970  5.75631  -4.58263
H  2.95954  0.25718  -4.45797
H  2.44956  1.01380  -5.98345
H  3.89180  1.60780  -5.13435
H  1.41657  2.61802  -1.32859
H  -0.03055  2.65878  -2.37423
H  0.26565  3.96018  -1.19872
H  3.45896  5.98399  -3.63084
H  1.96757  6.15642  -4.59061
H  3.55408  6.20181  -5.38955
C  -5.04274  -3.46012  -2.50335
O  -3.80073  -3.47919  -3.23931
P  -2.63660  -4.41885  -2.74311
O  -2.29933  -4.30265  -1.32417
O  -1.46392  -4.08126  -3.75239
C  -0.99983  -2.72492  -3.81576
O  -3.09533  -5.85796  -3.21354
C  -2.10328  -6.87008  -3.44029
H  -5.14411  -2.49988  -2.00517
H  -5.85759  -3.58259  -3.21110
H  -5.08512  -4.25651  -1.76270
H  -1.03828  -2.25096  -2.83479
H  -1.61164  -2.16420  -4.52039
H  0.02940  -2.74813  -4.16316
H  -1.29861  -6.80640  -2.70787
H  -1.69657  -6.76382  -4.44456
H  -2.59574  -7.83371  -3.34759
C  -9.40860  -4.22107  -4.46651
O  -10.34608  -3.41542  -3.73770
P  -9.80689  -2.15507  -2.94296
O  -8.66997  -2.42458  -2.06270
O  -11.11282  -1.61619  -2.23165
C  -11.80561  -2.49391  -1.33216
O  -9.55476  -1.09095  -4.07980
C  -9.59151  0.31247  -3.75152
H  -9.31202  -5.18600  -3.97273
H  -9.79926  -4.36413  -5.47130
H  -8.42962  -3.74741  -4.52473
H  -11.10684  -3.13018  -0.78915
H  -12.50732  -3.10892  -1.89337
H  -12.34844  -1.87340  -0.62494
H  -9.15627  0.49648  -2.76932
H  -10.62246  0.66022  -3.76926
H  -9.02128  0.84733  -4.50600
C  -6.43611  1.66357  -8.32980
O  -7.67708  2.17876  -8.84042
P  -8.56689  3.08469  -7.89803
O  -8.82221  2.53074  -6.56930
O  -9.84559  3.35825  -8.78695
C  -10.61421  2.22995  -9.23309
O  -7.81995  4.47806  -7.92115
C  -8.56544  5.67638  -7.65439
H  -6.52823  0.58736  -8.20045
H  -5.65961  1.87799  -9.06009
H  -6.17241  2.11864  -7.37647
H  -10.62519  1.44130  -8.48088
H  -10.19385  1.84984  -10.16256
H  -11.62947  2.57520  -9.40531
H  -9.31388  5.51155  -6.87962
H  -9.04930  6.01537  -8.56865
H  -7.85915  6.42873  -7.31592
C  -2.89340  3.55572  5.84133
O  -3.93990  4.54501  5.88791
P  -5.39007  4.13145  5.42190
O  -5.46849  3.45879  4.12684
O  -6.19141  5.49198  5.54129
C  -5.73637  6.60975  4.76428
O  -5.94565  3.29915  6.65134
C  -7.36318  3.22352  6.85574
H  -2.18048  3.82226  5.06536
H  -2.39130  3.55078  6.80637
H  -3.29105  2.56374  5.63407
H  -5.33985  6.28297  3.80315
H  -4.96826  7.14760  5.31748
H  -6.59038  7.26025  4.59773
H  -7.89609  3.15407  5.90745
H  -7.70059  4.10154  7.40420
H  -7.55999  2.33088  7.44297

***

The following is a DFT calculation (ωB97M-V with the def2-TZVPD basis set) of a molecular structure, C3H5CsMgO4.

Output
frontier orbital gap (alpha / beta) = 4.625 / 4.627 eV
E_HOMO (alpha / beta) = -0.2196 / -0.2197 hartree
E = -17370.617 eV
lowest unoccupied orbital energy (alpha / beta) = -1.35 / -1.35 eV

Atoms and positions in Å:
Cs  1.69908  1.59934  3.32806
Mg  1.55708  1.00520  -0.97089
O  -0.56804  2.29635  -0.06811
O  -0.75951  0.60136  -1.71314
O  -0.60842  0.01140  0.49642
C  0.12396  -1.21231  0.17367
C  1.59086  -0.99294  -0.18048
C  -1.20200  0.82187  -0.51400
H  0.02505  -1.74367  1.13465
H  -0.45130  -1.69722  -0.62697
H  1.88497  -1.75786  -0.91770
H  2.21700  -1.16050  0.71872
O  -2.54517  0.72188  -0.24473
H  -2.96356  1.50710  -0.61550

***

The following is a DFT calculation (ωB97M-V with the def2-TZVPD basis set) of a molecular structure, C30H30F4KN5O3S.

Output
frontier orbital gap = 5.242 eV
relative energy (zero: lowest compared OMol25 entry of this formula, charge and spin) = 0.0 kJ/mol
E_HOMO = -0.0474 hartree
total charge = -2
E = -83220.785 eV
lowest unoccupied orbital energy = 3.95 eV

Atoms and positions in Å:
K  0.29473  -0.55139  -0.25868
C  1.22271  2.26752  2.11709
C  0.00241  1.78538  2.88776
N  -0.40671  0.42990  2.54051
C  -1.83141  0.30682  2.23810
C  -2.77378  0.48960  3.42557
C  0.08782  -0.60410  3.43808
C  1.56260  -0.96688  3.26120
N  1.76406  -1.59185  1.98194
C  2.96962  -1.89606  1.56592
C  3.10730  -2.54809  0.28981
F  1.97294  -2.84152  -0.39634
C  4.30092  -2.90155  -0.26803
F  4.29588  -3.51137  -1.48438
C  5.52728  -2.67563  0.35394
C  5.43824  -2.06524  1.59037
F  6.58924  -1.81044  2.27597
C  4.25181  -1.69684  2.17737
F  4.33479  -1.11841  3.41685
H  1.42238  3.32029  2.34052
H  1.07027  2.16982  1.04375
H  2.11413  1.69420  2.36586
H  -0.83294  2.46040  2.67487
H  0.18251  1.86586  3.97573
H  -1.98345  -0.66601  1.76798
H  -2.05578  1.03560  1.45548
H  -2.61606  -0.27273  4.19157
H  -3.81449  0.42581  3.10049
H  -2.63438  1.46652  3.89617
H  -0.50127  -1.50615  3.25269
H  -0.07868  -0.31693  4.49652
H  1.82023  -1.63388  4.10354
H  2.16608  -0.06367  3.41724
H  6.46994  -2.92771  -0.10229
C  4.61793  3.89638  -1.27139
O  3.54404  3.00669  -1.32358
C  2.32422  3.51389  -1.70723
C  2.13413  4.79091  -2.16933
C  0.85507  5.23948  -2.54338
C  -0.20174  4.37046  -2.42148
C  -0.05248  3.05908  -1.93489
C  -1.28910  2.28777  -1.85589
N  -1.48724  1.16559  -1.27387
N  -2.82947  0.74337  -1.40490
C  -2.96526  -0.50779  -1.04612
O  -2.10988  -1.34302  -0.64190
C  -4.39399  -1.01974  -1.13993
C  -5.41186  -0.29396  -1.75622
C  -6.69909  -0.80074  -1.82913
C  -6.99747  -2.04287  -1.28193
C  -5.99217  -2.77072  -0.66257
C  -4.70190  -2.26330  -0.59673
C  1.24050  2.55456  -1.57454
O  1.46677  1.38376  -1.17217
H  5.45659  3.33805  -0.85759
H  4.40337  4.75927  -0.62654
H  4.88727  4.26987  -2.26935
H  2.98061  5.46323  -2.25418
H  0.71844  6.24854  -2.91302
H  -1.20428  4.68554  -2.69612
H  -2.15505  2.75600  -2.34193
H  -5.16147  0.67285  -2.17126
H  -7.47370  -0.22071  -2.31901
H  -8.00478  -2.44037  -1.33772
H  -6.20554  -3.74072  -0.22725
H  -3.90161  -2.81531  -0.12099
S  -1.02937  -5.19342  -2.56276
C  0.48133  -5.19009  -3.37098
C  1.02311  -3.94632  -3.29024
N  0.24709  -2.99848  -2.68532
C  -0.86993  -3.51547  -2.27434
H  0.92449  -6.06774  -3.80866
H  1.99753  -3.66592  -3.66129
H  -1.60408  -2.91983  -1.73746